(1)
This record from OMol25 describes a cluster of 2 separate species, C4H10O2 in total. The level of theory is the ωB97M-V functional and the def2-TZVPD basis.

Results
Electronic energy in Eh: -308.810918
Highest occupied orbital energy in eV: -9.9
Frontier orbital gap in eV: 10.61

Geometry (Å):
C 0.164 2.048 -0.795
C 0.560 0.580 -0.634
C -0.404 -0.174 0.270
O -1.728 -0.043 -0.216
C -0.234 -1.693 0.271
O -0.996 -2.392 0.906
H 0.850 2.570 -1.470
H -0.846 2.124 -1.207
H 0.175 2.573 0.168
H 0.580 0.090 -1.616
H 1.577 0.507 -0.219
H -0.327 0.224 1.298
H -2.218 -0.737 0.257
H 0.514 -2.128 -0.421
H 1.439 -1.567 1.562
H 0.894 -1.983 1.847



(2)
This record from OMol25 describes a cluster of 3 separate species, C4H10O2 in total at a distorted geometry. The level of theory is the ωB97M-V functional and the def2-TZVPD basis.

Results
Electronic energy in Eh: -308.493536
Multiplicity: 2
Highest occupied orbital energy (alpha / beta) in eV: -14.1 / -14.1
Net charge: +1
Frontier orbital gap (alpha / beta) in eV: 8.26 / 5.95

Geometry (Å):
C -1.346 -2.598 0.543
C -1.162 -1.225 0.570
C -2.180 -0.293 0.943
C -1.982 1.057 0.971
H -2.072 -3.068 1.192
H -0.686 -3.075 -0.192
H -0.167 -0.833 0.391
H -3.053 -0.761 1.382
H -2.853 1.672 1.162
H -0.947 1.388 0.988
H 2.724 0.840 -0.262
H 3.629 1.505 0.546
O 2.804 1.029 0.692
H 2.121 0.858 -3.404
H 2.453 2.223 -2.761
O 2.716 1.281 -2.762



(3)
This record from OMol25 describes the ion C4H10O2P with charge -1 at a distorted geometry. The level of theory is the ωB97M-V functional and the def2-TZVPD basis.

Results
Electronic energy in Eh: -650.240937
Highest occupied orbital energy in eV: -2.5
Net charge: -1
Frontier orbital gap in eV: 6.38

Geometry (Å):
C -2.499 1.350 0.351
P -1.181 -0.031 -0.245
O -1.525 -0.746 -1.480
O -1.569 -1.137 0.952
C 0.763 0.016 0.133
C 1.589 0.775 -0.914
C 1.136 -1.535 0.367
H -2.185 1.965 1.175
H -2.768 2.078 -0.577
H -1.859 -0.601 1.688
H 0.835 0.561 1.039
H 1.179 1.691 -1.242
H 2.557 1.005 -0.530
H 1.764 0.164 -1.735
H 1.075 -1.886 1.321
H 2.192 -1.562 0.049
H 0.497 -2.109 -0.352



(4)
This record from OMol25 describes a structure of composition C4H10O2Ru at a distorted geometry. The level of theory is the ωB97M-V functional and the def2-TZVPD basis.

Results
Electronic energy in Eh: -403.224353
Multiplicity: 6
Highest occupied orbital energy (alpha / beta) in eV: -10.6 / -13.8
Net charge: +1
Frontier orbital gap (alpha / beta) in eV: 4.64 / 6.79

Geometry (Å):
O 1.758 1.541 0.973
C 1.486 0.366 1.247
C 0.014 0.166 1.157
O -0.545 0.956 0.157
C -1.939 0.821 -0.044
Ru 0.824 2.473 -0.879
H 2.024 -0.171 2.048
H 1.402 -0.855 -0.746
H -0.463 0.280 2.145
H -0.076 -0.953 0.720
H -2.201 1.449 -0.905
H -2.178 -0.227 -0.279
H -2.457 1.211 0.843
C 0.731 -1.599 -1.408
H -0.131 -2.129 -0.984
H 0.339 -0.978 -2.223
H 1.413 -2.350 -1.823



(5)
This record from OMol25 describes a structure of composition C4H10O2S at a distorted geometry. The level of theory is the ωB97M-V functional and the def2-TZVPD basis.

Results
Electronic energy in Eh: -706.910393
Highest occupied orbital energy in eV: -9.3
Frontier orbital gap in eV: 9.94

Geometry (Å):
C 1.725 -0.996 0.289
C 0.219 0.775 0.345
C 0.285 0.783 -1.124
C -1.696 -0.852 0.783
H 2.524 -1.366 0.901
H 2.081 -0.718 -0.730
H 0.959 -1.832 0.161
H 0.454 1.772 0.706
H 0.346 -0.171 -1.487
H 1.220 1.286 -1.396
H -1.342 2.705 -0.826
H -2.473 -0.841 1.856
H -2.504 -0.842 -0.358
H -0.971 -1.933 0.728
O 1.322 0.221 0.904
O -0.948 0.373 1.087
S -1.203 1.636 -1.838



(6)
This record from OMol25 describes a structure of composition C4H10O2S3 at a distorted geometry. The level of theory is the ωB97M-V functional and the def2-TZVPD basis.

Results
Electronic energy in Eh: -1503.287339
Highest occupied orbital energy in eV: -8.7
Frontier orbital gap in eV: 8.27

Geometry (Å):
C 2.565 -0.998 -0.119
C 1.105 -1.642 0.076
C 0.435 -1.250 1.387
C -2.455 1.897 -0.872
O 0.237 0.214 1.488
O -0.534 0.662 0.388
S -1.271 3.212 -0.996
S -2.559 0.770 -2.062
S -3.558 2.245 0.372
H 3.343 -1.560 0.429
H 2.999 -1.195 -1.138
H 2.431 0.038 -0.010
H 1.060 -2.728 -0.087
H 0.467 -1.266 -0.708
H -0.510 -1.799 1.515
H 0.964 -1.358 2.309
H -0.336 2.525 -1.509
H 0.084 0.772 -0.322
H -4.467 1.461 -0.140



(7)
This record from OMol25 describes the molecule C4H10O3. The level of theory is the ωB97M-V functional and the def2-TZVPD basis.

Results
Electronic energy in Eh: -384.090684
Highest occupied orbital energy in eV: -10.2
Frontier orbital gap in eV: 11.06

Geometry (Å):
C -2.342 1.353 -0.183
O -0.960 1.184 0.034
C -0.236 0.169 -0.667
C 1.028 0.030 0.195
O 0.551 -0.183 1.513
C 1.997 -1.118 -0.073
O 1.376 -2.374 0.068
H -2.599 2.336 0.228
H -2.944 0.597 0.342
H -2.597 1.347 -1.249
H -0.759 -0.799 -0.688
H -0.048 0.499 -1.698
H 1.591 0.976 0.132
H -0.236 0.391 1.544
H 2.819 -1.002 0.654
H 2.440 -1.075 -1.073
H 0.920 -2.328 0.921



(8)
This record from OMol25 describes a cluster of 3 separate species, C4H10O3 in total at a distorted geometry. The level of theory is the ωB97M-V functional and the def2-TZVPD basis.

Results
Electronic energy in Eh: -384.037985
Highest occupied orbital energy in eV: -7.8
Frontier orbital gap in eV: 8.33

Geometry (Å):
C 1.427 0.281 1.775
C 1.301 0.708 0.518
C 0.090 1.367 -0.007
C -1.021 1.516 0.765
O -2.222 1.027 0.480
H 2.270 -0.290 2.134
H 0.809 0.642 2.586
H 2.147 0.665 -0.161
H -0.068 1.349 -1.085
H -0.952 2.078 1.695
H -2.051 0.349 -0.202
O -2.097 -1.715 -0.634
H -1.307 -1.627 -1.188
H -1.885 -2.499 -0.106
O 0.888 -1.537 -2.250
H 1.121 -1.069 -1.438
H 1.551 -1.245 -2.883